# CF7N2O11S5Sn

A molecular structure, CF7N2O11S5Sn at a distorted geometry (ωB97M-V with the def2-TZVPD basis set, the OMol25 dataset).

```
! wB97M-V def2-TZVPD RIJCOSX def2/J DEFGRID3
* xyz -1 1
Sn -1.083 -0.267 -1.265
S 2.743 -1.082 -1.822
S -1.778 3.081 1.006
S 0.977 -1.491 2.395
S 2.125 -0.522 -4.017
S -3.649 2.249 -0.205
F 0.665 -0.477 -4.692
F -3.773 2.784 -1.709
F -1.233 -2.012 3.918
F 2.479 -0.625 -0.311
F -0.176 2.874 1.147
F 0.634 -3.131 4.573
F -0.548 -3.757 2.778
O 4.100 -0.575 -2.036
O 2.678 -1.747 -4.494
O 0.133 -1.174 1.225
O 1.254 -0.325 3.210
O 2.624 -2.553 -1.648
O 2.197 -2.242 2.126
O -4.407 3.238 0.553
O -1.880 4.501 0.850
O 2.654 0.777 -4.546
O -2.180 2.562 2.326
O -4.022 0.830 -0.283
N -1.949 2.257 -0.203
N 1.535 -0.501 -2.440
C -0.118 -2.668 3.563
*
```

Output
Orbital gap (eV): 5.2
LUMO (eV): -1.93

***

# C4H7NO

C4H7NO in the gas phase at a distorted geometry (ωB97M-V with the def2-TZVPD basis set, the OMol25 dataset).

```
! wB97M-V def2-TZVPD RIJCOSX def2/J DEFGRID3
* xyz 0 1
O 0.471 -0.936 -0.429
N 1.239 -0.283 0.402
C 2.260 0.644 0.029
C -0.809 -1.080 0.039
C -1.794 0.102 0.060
C -1.345 1.419 -0.151
H -2.026 2.326 0.133
H -2.824 -0.028 0.554
H -0.845 -1.551 1.025
H 2.656 1.315 0.837
H -1.357 -2.095 -0.400
H 2.581 0.986 -1.108
H -0.499 2.008 -0.289
*
```

Output
Orbital gap (eV): 10.1
LUMO (eV): 0.71
SMILES string: C=CCON=C
ΔE to the lowest compared entry with this formula, charge and spin (kcal/mol): 155.0

***

# C4H9NO2

2 unconnected molecules or ions with the total composition C4H9NO2 (ωB97M-V with the def2-TZVPD basis set, the OMol25 dataset).

```
! wB97M-V def2-TZVPD RIJCOSX def2/J DEFGRID3
* xyz 0 1
O -2.006 1.263 0.375
O -2.020 -0.885 -0.381
N -0.053 0.380 -0.097
C -1.518 0.174 -0.063
C 0.961 -1.665 -1.113
C -0.319 1.985 1.152
C 0.809 -0.786 0.124
H -0.395 1.433 2.083
H -0.021 -2.022 -1.432
H 0.712 2.213 0.883
H 1.784 -0.415 0.465
H 1.600 -2.526 -0.892
H 0.365 -1.359 0.944
H 0.188 0.839 -0.976
H 1.423 -1.107 -1.936
H -0.936 2.878 1.129
*
```

Output
Orbital gap (eV): 9.3
LUMO (eV): 0.11
ΔE to the lowest compared entry with this formula, charge and spin (kcal/mol): 87.3

***

# C6H8N3O2S

A gas-phase ion, C6H8N3O2S (charge +1) at a distorted geometry (ωB97M-V with the def2-TZVPD basis set, the OMol25 dataset).

```
! wB97M-V def2-TZVPD RIJCOSX def2/J DEFGRID3
* xyz 1 1
S 1.306 -0.726 2.011
O 0.454 0.113 2.837
O 2.658 -0.043 1.854
N -0.341 1.609 -2.043
N 0.625 -1.030 0.511
N -3.538 0.535 -1.268
C -0.377 -0.463 0.080
C -1.370 0.063 -0.485
C 1.809 -2.336 2.765
C -2.876 -0.230 -0.259
C -2.762 1.365 -1.882
C -1.359 1.076 -1.564
H 3.506 -0.153 1.256
H 2.470 -2.044 3.675
H -3.120 -1.271 -0.459
H 2.700 -2.674 2.180
H 0.924 -2.914 2.813
H -0.712 2.239 -2.716
H -3.024 0.291 0.707
H -3.088 2.162 -2.489
*
```

Output
Orbital gap (eV): 9.0
LUMO (eV): -4.27
SMILES string: [H]/N=C1\C=NCC1=C=[N+]=[S@](C)(=O)O
ΔE to the lowest compared entry with this formula, charge and spin (kcal/mol): 49.1